1.
C7H14N as an isolated structure at a distorted geometry. Source: OMol25; level of theory: ωB97M-V/def2-TZVPD.

The HOMO energy comes out at -13.217 eV. The value obtained for the relative energy (zero: lowest compared OMol25 entry of this formula, charge and spin) is 41.2 kcal/mol. The value obtained for the gap between HOMO and LUMO is 9.785 eV.

```
! wB97M-V def2-TZVPD RIJCOSX def2/J DEFGRID3
* xyz 1 1
C 2.59178 0.05330 -0.14721
C 1.74210 -0.95918 0.12058
C 1.67002 1.06654 0.35598
C 0.66183 -0.02514 0.70270
C -0.68935 -0.22837 -1.41785
C -1.47841 1.25423 0.34698
C -0.69785 0.01072 0.02098
N -1.47239 -1.25607 0.54146
H 3.54548 -0.08838 -0.60093
H 1.79792 -1.98351 -0.04264
H 2.08892 1.42101 1.28192
H 1.36394 1.77483 -0.36765
H 0.52861 -0.35862 1.75582
H -1.63956 -0.02901 -1.81550
H -0.30931 -1.17274 -1.86213
H -0.11607 0.47852 -1.92360
H -2.45594 1.17190 -0.21049
H -1.58801 1.56670 1.34033
H -0.83580 2.08618 -0.13675
H -0.67326 -1.94664 0.74243
H -2.04797 -1.62461 -0.18276
H -1.98666 -1.21165 1.49832
*
```

=====

2.
A 7-piece molecular cluster, C26H72N6O7 overall at a distorted geometry. Source: OMol25; level of theory: ωB97M-V/def2-TZVPD.

The HOMO energy comes out at -9.011 eV. The value obtained for the relative energy (zero: lowest compared OMol25 entry of this formula, charge and spin) is 156.5 kcal/mol. The value obtained for the gap between HOMO and LUMO is 9.443 eV. As for the SMILES: COC[C@H](C)N.COC[C@H](C)N.COC[C@H](C)N.COC[C@H](C)N.COC[C@H](C)N.COC[C@H](C)N.CCO.

```
! wB97M-V def2-TZVPD RIJCOSX def2/J DEFGRID3
* xyz 0 1
C -9.07563 6.54125 0.49366
C -9.60522 5.65710 1.63073
C -8.90849 4.22327 1.54394
O -9.40421 3.40340 0.48673
C -8.90355 1.94188 0.60629
N -9.29969 6.29837 2.89911
H -9.41023 7.57791 0.53232
H -9.63119 6.19750 -0.37886
H -8.01702 6.46706 0.24479
H -10.66175 5.39171 1.66812
H -9.16180 3.61194 2.41008
H -7.84119 4.32277 1.34624
H -9.30262 1.48081 -0.29719
H -9.40559 1.44401 1.43585
H -7.82918 1.89076 0.78304
H -9.60619 5.65803 3.61752
H -8.29555 6.33717 3.00061
C 6.45040 4.05633 1.05039
C 5.54465 4.81656 1.96830
C 4.50246 5.61807 1.27617
O 3.73295 6.41266 2.09392
C 4.42963 7.19333 3.12878
N 4.88593 3.79717 2.84733
H 7.11864 4.77513 0.57618
H 5.92413 3.55792 0.23630
H 7.02110 3.33852 1.63958
H 6.15424 5.51515 2.54143
H 3.74751 5.15948 0.63755
H 4.88323 6.34508 0.55883
H 3.87481 8.12943 3.19198
H 5.43572 7.48925 2.83159
H 4.48179 6.64607 4.06999
H 4.21408 3.26904 2.30901
H 4.37152 4.32770 3.53583
C -2.69097 -12.01412 2.26393
C -2.43737 -11.51162 0.81146
C -3.09689 -10.09133 0.65604
O -2.89285 -9.61687 -0.71909
C -3.69234 -8.39116 -0.95773
N -1.00640 -11.43555 0.63653
H -2.42550 -13.06612 2.36835
H -3.74811 -11.94006 2.51900
H -2.20134 -11.43902 3.04982
H -2.71759 -12.26797 0.07830
H -2.62564 -9.31400 1.25756
H -4.13955 -10.15899 0.96647
H -3.42790 -8.17989 -1.99385
H -3.28009 -7.70373 -0.21909
H -4.76322 -8.59429 -0.96539
H -1.02958 -11.24080 -0.35424
H -0.50269 -12.31073 0.65756
C -6.25867 -7.86526 10.25534
C -5.68437 -6.85594 9.26479
C -4.10030 -6.90314 9.01391
O -3.36009 -5.72837 8.58250
C -3.52626 -5.21634 7.26904
N -6.39582 -7.05827 8.03748
H -7.34224 -7.96895 10.31225
H -5.97500 -7.54330 11.25732
H -5.85849 -8.87658 10.18335
H -5.93288 -5.84744 9.59536
H -3.79009 -7.77020 8.43075
H -3.84779 -7.16641 10.04105
H -2.55201 -5.22201 6.78026
H -3.79551 -4.16182 7.32896
H -4.24711 -5.57576 6.53468
H -7.34596 -7.24287 8.32603
H -6.11656 -7.77337 7.38118
C 6.56519 -0.72290 -6.59018
C 5.23341 -0.87355 -5.81206
C 4.21729 -1.76921 -6.52835
O 3.33243 -1.01479 -7.38109
C 2.64786 -1.78686 -8.44446
N 5.50795 -1.65108 -4.64609
H 6.43782 0.12387 -7.26460
H 6.82919 -1.65606 -7.08779
H 7.45107 -0.55579 -5.97749
H 4.76721 0.03825 -5.43875
H 3.56507 -2.26841 -5.81175
H 4.77628 -2.44108 -7.17967
H 3.09419 -2.27608 -9.31023
H 2.01812 -1.07573 -8.97907
H 2.15361 -2.66830 -8.03595
H 5.79385 -1.04715 -3.88871
H 6.22564 -2.35957 -4.70152
C 7.85854 10.92865 -5.73384
C 7.55840 9.72142 -5.01587
C 6.41148 9.01582 -5.57594
O 6.32216 7.67566 -5.12884
C 5.12513 7.01908 -5.42095
N 8.69037 8.85085 -5.21751
H 8.03102 10.76217 -6.79715
H 8.78615 11.29698 -5.29568
H 7.19378 11.78071 -5.59182
H 7.34817 9.74503 -3.94660
H 6.34906 8.98427 -6.66369
H 5.49304 9.42938 -5.15938
H 4.83043 6.23366 -4.72498
H 5.10973 6.48690 -6.37209
H 4.16353 7.52874 -5.36032
H 8.69418 8.66259 -6.20980
H 8.24344 8.00889 -4.88363
C -0.23262 0.21924 -1.43599
C 0.50024 -0.79385 -0.52825
O 1.78443 -0.40896 -0.40090
H -1.29779 0.04883 -1.27958
H 0.05619 0.23068 -2.48697
H 0.10442 1.15807 -0.99657
H 0.49030 -1.75084 -1.04996
H -0.10252 -0.96238 0.36415
H 2.26606 -0.70671 -1.17613
*
```

=====

3.
C3H4N4O in the gas phase at a distorted geometry. Source: OMol25; level of theory: ωB97M-V/def2-TZVPD.

The HOMO energy comes out at -9.989 eV. The value obtained for the relative energy (zero: lowest compared OMol25 entry of this formula, charge and spin) is 71.9 kcal/mol. The value obtained for the gap between HOMO and LUMO is 8.985 eV. As for the SMILES: [H]/N=C1/N=CC(=O)N1N.

```
! wB97M-V def2-TZVPD RIJCOSX def2/J DEFGRID3
* xyz 0 1
C 0.92478 -0.44856 -0.33752
C -0.33006 0.43230 -1.82553
C -1.13581 0.33779 -0.63150
H -0.24560 0.98800 1.94821
H -0.25131 -0.95340 2.34449
H 1.86433 -1.14718 1.17065
H -0.74352 1.03489 -2.64855
N -0.43689 -0.13125 1.61992
N -0.34097 -0.37338 0.21074
N 2.06542 -0.60845 0.25821
N 0.84840 0.01781 -1.66264
O -2.21876 0.85141 -0.44648
*
```

=====

4.
C3H6N2O2 in the gas phase at a distorted geometry. Source: OMol25; level of theory: ωB97M-V/def2-TZVPD.

The HOMO energy comes out at -8.659 eV. The value obtained for the relative energy (zero: lowest compared OMol25 entry of this formula, charge and spin) is 72.3 kcal/mol. The value obtained for the gap between HOMO and LUMO is 9.604 eV. As for the SMILES: CC(=O)O/C=N/N.

```
! wB97M-V def2-TZVPD RIJCOSX def2/J DEFGRID3
* xyz 0 1
C -2.40424 0.30625 -1.36262
C -1.41099 -0.27069 -0.37151
C 0.76543 -0.09563 0.41602
H -3.28432 -0.36928 -1.12193
H -2.59171 1.31480 -1.17106
H -2.11241 0.04118 -2.40156
H 0.57725 -0.83530 1.24004
H 3.86610 0.89280 0.94074
H 3.00348 -0.45472 1.63683
N 1.87221 0.58970 0.22588
N 2.84776 0.49584 1.22346
O -1.61498 -1.18135 0.36247
O -0.15994 0.20288 -0.53244
*
```

=====

5.
A 2-piece molecular cluster, C3H3NO2 overall at a distorted geometry. Source: OMol25; level of theory: ωB97M-V/def2-TZVPD.

The HOMO energy comes out at -10.195 eV. The value obtained for the relative energy (zero: lowest compared OMol25 entry of this formula, charge and spin) is 39.3 kcal/mol. The value obtained for the gap between HOMO and LUMO is 10.913 eV.

```
! wB97M-V def2-TZVPD RIJCOSX def2/J DEFGRID3
* xyz 0 1
C 1.36206 -0.33038 0.10351
C -0.46060 -1.25759 1.72492
C -0.63427 0.93428 -0.80139
N 0.51111 0.48381 -0.16556
O -0.11950 -2.33417 1.67143
O 2.24978 -0.85409 0.63483
H -1.38686 0.20773 -1.00142
H -0.55795 1.25257 -1.86117
H -0.96378 1.89783 -0.30515
*
```

=====

6.
A 6-piece molecular cluster, C36H49BrN9O overall at a distorted geometry. Source: OMol25; level of theory: ωB97M-V/def2-TZVPD.

The HOMO energy (spin up / spin down) comes out at -8.211 / -9.181 eV. The value obtained for the relative energy (zero: lowest compared OMol25 entry of this formula, charge and spin) is 0.0 kcal/mol. The value obtained for the gap between HOMO and LUMO (spin up / spin down) is 8.640 / 9.559 eV.

```
! wB97M-V def2-TZVPD RIJCOSX def2/J DEFGRID3
* xyz 0 2
C 0.91840 -0.15858 1.27840
C -0.02055 0.08050 0.10073
C -0.81603 -1.21468 -0.16026
C -0.91381 1.25824 0.48169
C -1.80152 1.85245 -0.62156
Br -1.86153 3.82059 -0.21609
C -3.28230 1.39167 -0.54214
C -3.96220 0.64682 -1.70073
N -4.02732 1.49993 -2.88766
N -3.28051 -0.59817 -2.02727
N -5.35656 0.37237 -1.31686
C -1.14879 1.67890 -1.98986
C 0.37405 1.52851 -1.99647
C 1.12946 2.80562 -1.60514
C 0.76991 1.13990 -3.42656
N 0.78279 0.39165 -1.12941
O 2.04441 0.23238 -1.04859
H 1.55117 -1.02479 1.12466
H 1.50473 0.72630 1.51394
H 0.28515 -0.36433 2.14436
H -1.74926 -1.21872 0.40112
H -1.01896 -1.33770 -1.22077
H -0.23000 -2.06867 0.17313
H -1.53655 0.93676 1.31690
H -0.27122 2.04345 0.87237
H -3.91120 2.26308 -0.39867
H -3.39789 0.78848 0.36212
H -3.35478 1.16979 -3.56844
H -4.93167 1.35056 -3.32071
H -3.87218 -1.07143 -2.70252
H -3.27834 -1.20233 -1.21186
H -5.90135 1.22219 -1.39349
H -5.42348 0.05578 -0.35707
H -1.37574 2.54194 -2.61150
H -1.56128 0.79890 -2.47719
H 0.60664 3.68775 -1.95799
H 2.13047 2.76872 -2.02890
H 1.26831 2.86761 -0.52691
H 1.85184 1.10198 -3.50344
H 0.37944 1.87796 -4.12699
H 0.32690 0.17487 -3.66957
N 0.23795 0.50990 4.78222
C 0.72372 0.09553 5.94933
C 1.48776 0.89277 6.78857
C 1.76382 2.19264 6.39517
C 1.26405 2.63859 5.18281
C 0.51037 1.76030 4.41870
H 0.48996 -0.92839 6.22160
H 1.85920 0.50180 7.72637
H 2.35927 2.84447 7.02112
H 1.45399 3.64356 4.83230
H 0.10072 2.07189 3.46331
N 6.90650 -1.69923 6.41849
C 6.55971 -2.57148 7.36106
C 5.26379 -2.71831 7.83318
C 4.27304 -1.91186 7.29732
C 4.61827 -0.99733 6.31626
C 5.94406 -0.93287 5.91260
H 7.36303 -3.18346 7.75652
H 5.04073 -3.44732 8.60007
H 3.24840 -1.99629 7.63777
H 3.87699 -0.34872 5.86952
H 6.25270 -0.23215 5.14460
N 2.51132 1.09391 -7.69700
C 3.53133 0.28724 -7.98210
C 3.58085 -1.05064 -7.61525
C 2.49631 -1.58830 -6.94134
C 1.41321 -0.77201 -6.67044
C 1.47709 0.55668 -7.05603
H 4.36264 0.74550 -8.50642
H 4.45314 -1.64734 -7.84478
H 2.49880 -2.62155 -6.61800
H 0.55138 -1.14465 -6.13333
H 0.66833 1.23762 -6.81253
N 5.70245 -3.13667 -3.51180
C 5.55662 -3.07369 -2.19088
C 4.59441 -2.29914 -1.55933
C 3.73410 -1.54579 -2.34127
C 3.87306 -1.60136 -3.72043
C 4.86881 -2.40784 -4.25008
H 6.24938 -3.67418 -1.61099
H 4.52540 -2.28570 -0.48017
H 2.97465 -0.92005 -1.88592
H 3.22260 -1.02797 -4.36531
H 5.01067 -2.47680 -5.32343
N -7.32422 -0.09671 1.10896
C -7.71891 -1.03626 1.96523
C -9.00925 -1.12754 2.46355
C -9.94223 -0.18965 2.05326
C -9.54623 0.79569 1.16399
C -8.23212 0.79643 0.72375
H -6.96089 -1.75123 2.26552
H -9.27248 -1.91501 3.15586
H -10.95966 -0.22563 2.42002
H -10.23888 1.54954 0.81668
H -7.88837 1.55283 0.02629
*
```

=====

7.
C29H45FFeP2 as an isolated structure at a distorted geometry. Source: OMol25; level of theory: ωB97M-V/def2-TZVPD.

The HOMO energy (spin up / spin down) comes out at -8.114 / -10.543 eV. The value obtained for the relative energy (zero: lowest compared OMol25 entry of this formula, charge and spin) is 63.5 kcal/mol. The value obtained for the gap between HOMO and LUMO (spin up / spin down) is 4.348 / 6.537 eV.

```
! wB97M-V def2-TZVPD RIJCOSX def2/J DEFGRID3
* xyz 1 6
Fe 1.40708 -0.77344 0.70125
C -0.67921 -1.14426 2.07380
C -0.33262 -2.25782 1.25230
C 1.48587 -1.79241 2.61875
C 0.46656 -0.79358 2.84221
C 0.97972 -2.72011 1.63060
C -2.03552 -0.58750 2.26229
H -2.76662 -1.06350 1.60266
H -2.08022 0.49638 2.10741
H -2.38819 -0.76670 3.28709
C 0.51228 0.27741 3.86378
H -0.19015 1.08588 3.62351
H 1.50951 0.72073 3.96323
H 0.23500 -0.12909 4.84570
C 2.76261 -1.91866 3.35871
H 2.63267 -2.50127 4.28375
H 3.16141 -0.93494 3.63266
H 3.51724 -2.41845 2.73870
C 1.60918 -4.00036 1.22231
H 1.39005 -4.79380 1.95071
H 2.69929 -3.91158 1.16212
H 1.24229 -4.35020 0.25182
C -1.25809 -2.94681 0.32352
H -2.01030 -3.53646 0.87011
H -0.72144 -3.62620 -0.34682
H -1.79500 -2.21422 -0.29692
C -3.29477 2.60404 0.51207
C -4.47914 1.97804 0.48201
C -4.92827 1.07329 -0.63938
C -4.69586 1.61451 -2.08898
C -3.46914 1.22746 -2.80436
C -2.46284 0.47413 -2.20930
C -2.05188 0.87418 -0.79341
C -2.24373 2.37493 -0.53660
H -6.01154 0.93087 -0.52708
H -4.78195 2.70917 -2.08527
H -4.51427 0.05962 -0.53682
H -2.51765 2.91337 -1.46259
H -3.05031 3.35533 1.26837
H -5.21191 2.12833 1.28567
H -1.29046 2.81349 -0.20453
H -2.59115 0.25961 -0.07213
H -2.41952 -0.60535 -2.44024
H -0.99466 0.63858 -0.56432
H -5.54449 1.25642 -2.69024
H -3.41886 1.46905 -3.86790
P -0.24471 0.53638 -2.73137
C -0.25358 2.28961 -3.23767
C -0.37267 -0.31529 -4.33815
P 1.96369 -1.08289 -1.22642
C 1.48513 0.44324 -2.12946
C 1.23872 -2.48148 -2.12125
C 3.73949 -1.18884 -1.59679
H 0.19537 2.88073 -2.43259
H -1.25237 2.68423 -3.45524
H 0.36848 2.35808 -4.14000
H 0.31509 0.15288 -5.05447
H -1.39996 -0.21502 -4.71367
H -0.13880 -1.38281 -4.25626
H 3.90065 -1.17980 -2.68210
H 4.13747 -2.11583 -1.16594
H 4.25944 -0.33732 -1.14408
H 1.59741 1.27405 -1.40901
H 2.16335 0.63794 -2.97786
H 1.58244 -3.40821 -1.64534
H 1.57369 -2.48862 -3.16474
H 0.14316 -2.48937 -2.09385
F 4.25470 3.54279 3.64206
C 3.72596 2.73788 2.66166
C 4.47640 1.65155 2.21502
C 3.83905 0.70680 1.39614
C 2.47359 0.81917 1.08477
C 1.80102 1.99633 1.44786
C 2.42359 2.97758 2.23403
H 5.52470 1.53740 2.49616
H 4.42466 -0.14207 1.02814
H 0.77272 2.17035 1.11993
H 1.90115 3.88245 2.54026
*
```

=====

8.
C27H37N5O4Re as an isolated structure. Source: OMol25; level of theory: ωB97M-V/def2-TZVPD.

The HOMO energy (spin up / spin down) comes out at -20.118 / -20.108 eV. The value obtained for the gap between HOMO and LUMO (spin up / spin down) is 8.039 / 6.984 eV.

```
! wB97M-V def2-TZVPD RIJCOSX def2/J DEFGRID3
* xyz 4 4
Re 0.09250 -0.45594 -0.03656
C -4.55431 2.52734 0.43907
N -3.09862 2.23853 0.42545
C -2.26258 3.41721 0.74003
C -2.60637 1.06507 0.20280
O -1.31786 0.89624 0.26732
C -3.50339 -0.10695 -0.13525
O -2.69824 -1.20908 -0.51087
C -2.92737 -2.38505 0.24128
C -1.97046 -2.36862 1.41347
O -0.82515 -1.75806 1.25015
N -2.30118 -2.89467 2.54979
C -3.45622 -3.81223 2.73062
C -1.53333 -2.69224 3.79005
H -4.84614 2.77841 1.45688
H -5.14359 1.68760 0.09289
H -4.73929 3.38311 -0.20552
H -2.58385 3.82076 1.69806
H -2.42892 4.16596 -0.03191
H -1.21696 3.14327 0.78548
H -4.16881 0.15627 -0.95776
H -4.12005 -0.33314 0.73899
H -2.72564 -3.24978 -0.38627
H -3.96324 -2.44051 0.56139
H -4.04805 -3.91496 1.83110
H -4.07607 -3.44164 3.54314
H -3.06354 -4.79107 2.99905
H -0.76550 -1.95331 3.63203
H -1.10471 -3.63943 4.11302
H -2.22982 -2.34445 4.55059
C 1.88526 -2.17501 2.66194
C 1.85271 -0.67298 2.68329
C 2.44364 -0.03413 3.77052
C 2.65272 1.32437 3.76575
C 2.37731 2.03794 2.59960
C 1.81415 1.38247 1.54375
N 1.42889 0.05945 1.61461
C 1.69267 1.99009 0.20678
C 2.25982 3.18354 -0.18212
C 2.11311 3.60002 -1.49940
C 1.38755 2.83046 -2.39917
C 0.83490 1.64698 -1.96443
N 1.02569 1.23738 -0.69383
C 0.04189 0.71688 -2.78129
C -0.27574 0.97548 -4.08536
C -0.95493 0.00978 -4.82563
C -1.24519 -1.19304 -4.22916
C -0.92415 -1.42044 -2.89558
C -1.19487 -2.77528 -2.32936
N -0.32645 -0.45317 -2.15413
H 2.93230 -2.47432 2.54052
H 1.58151 -2.58291 3.62167
H 1.29614 -2.62936 1.87702
H 2.76404 -0.63858 4.61003
H 3.09408 1.82123 4.62085
H 2.62778 3.08745 2.53297
H 2.83261 3.77884 0.51492
H 2.56755 4.52725 -1.82649
H 1.26874 3.16035 -3.42154
H 0.01246 1.90735 -4.55106
H -1.21747 0.19526 -5.85979
H -1.72028 -1.98976 -4.78759
H -0.73151 -3.52944 -2.96863
H -0.80424 -2.89474 -1.32246
H -2.26467 -2.97380 -2.33006
C 1.66733 -4.05001 -0.47612
C 2.03224 -2.82200 -1.26142
O 1.79694 -1.55556 -0.47518
H 1.64986 -4.90604 -1.15383
H 0.68258 -3.96591 -0.01312
H 2.39977 -4.26668 0.30167
H 1.47039 -2.68425 -2.17630
H 3.09032 -2.79015 -1.50890
H 2.48686 -1.48434 0.20077
*
```